Record 1
Molecular formula: C3H6N2O
Method: DFT, wB97M-V/def2-TZVPD

Calculated values
- SMILES string: N#C[C@H](O)CN
- E_LUMO: 0.57 eV
- Spin multiplicity: 1
- HOMO: -10.572 eV
- Kohn-Sham gap: 11.14 eV

Geometry as XYZ:
```
12
Properties=species:S:1:pos:R:3:forces:R:3
N 2.35593 0.57288 -1.97626 -0.51 0.01 0.98
C 1.74644 0.52163 -0.99508 0.55 0.09 -0.86
C 0.84426 0.42544 0.17078 -0.06 0.21 -0.22
O 1.29843 -0.56793 1.04131 -0.16 -0.17 0.06
C -0.56752 0.10323 -0.39355 0.05 0.01 -0.17
N -1.36434 -0.55602 0.63157 -0.24 0.07 -0.01
H 0.82517 1.40736 0.67041 0.03 -0.16 -0.06
H 0.48167 -0.97077 1.39553 0.11 0.05 -0.05
H -0.45172 -0.57424 -1.24359 0.01 0.05 0.14
H -1.00946 1.03288 -0.77373 0.05 -0.16 0.04
H -1.98288 0.09280 1.10432 0.09 -0.09 0.02
H -1.93869 -1.28588 0.22728 0.08 0.08 0.12
```
Positions in Å, forces in eV/Å.

Charges per atom according to natural (NBO) partitioning, unit e:
1. N -0.31
2. C 0.27
3. C 0.00
4. O -0.70
5. C -0.24
6. N -0.86
7. H 0.19
8. H 0.50
9. H 0.21
10. H 0.19
11. H 0.37
12. H 0.38



Record 2
Molecular formula: C3H6N2O
Method: DFT, wB97M-V/def2-TZVPD

Calculated values
- SMILES string: O/N=C/[C@@H]1CN1
- E_LUMO: 0.46 eV
- Spin multiplicity: 1
- HOMO: -8.995 eV
- Kohn-Sham gap: 9.46 eV

Geometry as XYZ:
```
12
Properties=species:S:1:pos:R:3:forces:R:3
O -2.14814 -0.61482 -1.01564 -3.93 -3.35 2.70
N -0.84391 -0.49446 -0.74785 0.74 0.99 3.04
C -0.62864 -0.30111 0.51373 2.53 -0.76 -1.37
C 0.73656 0.05684 0.93401 2.02 1.10 0.80
C 1.28147 1.30887 0.26833 0.81 0.83 1.70
N 1.91106 0.02299 0.02966 -1.44 -0.58 -1.82
H -2.63447 -1.18676 -0.10973 1.80 2.62 -3.91
H -1.28287 -0.38715 1.35871 -1.21 -0.08 -0.10
H 1.20083 -0.04490 1.96592 -1.79 -0.21 -1.03
H 1.86096 1.91852 1.01427 -0.52 -0.24 -1.23
H 0.71191 1.86446 -0.49768 0.28 -0.67 0.48
H 1.52233 -0.33292 -0.87539 0.70 0.34 0.75
```
Positions in Å, forces in eV/Å.

Charges per atom according to natural (NBO) partitioning, unit e:
1. O -0.52
2. N -0.11
3. C 0.00
4. C -0.17
5. C -0.24
6. N -0.56
7. H 0.42
8. H 0.18
9. H 0.22
10. H 0.19
11. H 0.21
12. H 0.36



Record 3
Molecular formula: C3H6N2O
Method: DFT, wB97M-V/def2-TZVPD

Calculated values
- SMILES string: [H]/N=C(C)\C(O)=N/[H]
- E_LUMO (spin up / spin down): -0.39 / -0.39 eV
- Spin multiplicity: 1
- HOMO (spin up / spin down): -9.273 / -9.274 eV
- Kohn-Sham gap (spin up / spin down): 8.88 / 8.88 eV

Geometry as XYZ:
```
12
Properties=species:S:1:pos:R:3:forces:R:3
H 1.73118 0.99883 -0.90802 -0.41 -1.12 -0.57
N 0.72337 1.03461 -1.08009 -2.18 1.69 2.98
C 0.02605 0.38467 -0.13853 0.85 1.07 -3.56
C -1.36262 0.76971 0.24823 -0.11 0.04 -0.04
C 0.62300 -0.90650 0.11501 3.54 0.04 -1.14
O 0.53203 -1.54951 1.28506 0.00 -0.28 0.22
N 1.55731 -1.24330 -0.76495 -2.11 -2.26 1.82
H 1.24841 -1.08269 -1.72492 0.33 0.79 0.56
H -1.83315 0.00003 0.86367 -0.01 0.05 -0.03
H -1.96767 0.90524 -0.65281 0.07 0.06 0.09
H -1.35453 1.71498 0.79914 -0.04 -0.12 -0.11
H 0.07663 -1.02608 1.95820 0.07 0.04 -0.22
```
Positions in Å, forces in eV/Å.

Charges per atom according to natural (NBO) partitioning, unit e:
1. H 0.36
2. N -0.57
3. C 0.17
4. C -0.68
5. C 0.46
6. O -0.64
7. N -0.66
8. H 0.36
9. H 0.21
10. H 0.26
11. H 0.24
12. H 0.48



Record 4
Molecular formula: C3H6N2O
Method: DFT, wB97M-V/def2-TZVPD

Calculated values
- E_LUMO (spin up / spin down): 0.50 / 0.50 eV
- Spin multiplicity: 1
- HOMO (spin up / spin down): -8.654 / -8.653 eV
- Kohn-Sham gap (spin up / spin down): 9.15 / 9.15 eV

Geometry as XYZ:
```
12
Properties=species:S:1:pos:R:3:forces:R:3
C 0.49441 -0.87562 1.15971 -1.71 3.60 -1.64
C 0.88946 -0.88929 -0.12599 1.23 -1.09 2.29
C -0.62122 0.30034 0.72785 -1.11 -5.26 0.59
N -0.15083 -0.24485 -0.64204 -1.63 5.68 -3.28
N 0.56452 1.31802 -1.49689 -0.18 -2.83 0.49
O -2.07358 0.08488 1.08007 2.85 2.42 -0.97
H 0.67632 -1.28734 2.07965 0.63 -1.20 1.85
H 1.71368 -1.27024 -0.69761 0.12 -0.36 -0.07
H -0.48567 1.34691 0.90166 0.59 0.25 -0.15
H -0.10001 1.37330 -2.28019 0.22 -0.13 0.29
H 1.45412 0.93937 -1.94322 -1.42 0.34 0.67
H -2.36121 -0.79549 1.23700 0.41 -1.43 -0.08
```
Positions in Å, forces in eV/Å.

Charges per atom according to natural (NBO) partitioning, unit e:
1. C -0.26
2. C -0.02
3. C 0.23
4. N -0.25
5. N -0.74
6. O -0.74
7. H 0.21
8. H 0.21
9. H 0.22
10. H 0.35
11. H 0.33
12. H 0.48



Record 5
Molecular formula: C3H6N2O
Method: DFT, wB97M-V/def2-TZVPD

Calculated values
- E_LUMO: 0.56 eV
- Spin multiplicity: 1
- HOMO: -7.801 eV
- Kohn-Sham gap: 8.36 eV

Geometry as XYZ:
```
12
Properties=species:S:1:pos:R:3:forces:R:3
N 0.29714 0.20734 -1.99759 0.00 0.04 -0.05
C -0.09769 0.57747 -0.74780 0.02 0.31 0.13
O -0.41081 1.69936 -0.42512 0.20 -0.49 -0.15
N -0.10883 -0.51539 0.17407 -0.09 -0.02 -0.17
C -0.60450 -0.29408 1.55407 -0.18 -0.09 0.02
C 0.85562 -0.56277 1.50829 0.01 0.30 0.05
H 0.73904 -0.68051 -2.17475 0.00 0.14 0.11
H 0.48640 0.95754 -2.64461 -0.08 -0.11 0.09
H -1.02812 0.70735 1.64805 0.12 -0.15 -0.02
H -1.29068 -1.07865 1.88027 0.18 0.07 -0.07
H 1.34288 0.42553 1.44638 -0.07 -0.15 -0.01
H -0.18046 -1.44320 -0.22125 -0.11 0.15 0.08
```
Positions in Å, forces in eV/Å.

Charges per atom according to natural (NBO) partitioning, unit e:
1. N -0.83
2. C 0.79
3. O -0.59
4. N -0.51
5. C -0.27
6. C -0.36
7. H 0.40
8. H 0.41
9. H 0.22
10. H 0.19
11. H 0.14
12. H 0.42



Record 6
Molecular formula: C3H6N2O
Method: DFT, wB97M-V/def2-TZVPD

Calculated values
- SMILES string: N/C=C(/N)C=O
- E_LUMO: 0.95 eV
- Spin multiplicity: 1
- HOMO: -8.148 eV
- Kohn-Sham gap: 9.10 eV

Geometry as XYZ:
```
12
Properties=species:S:1:pos:R:3:forces:R:3
N 1.09411 0.45566 -1.26134 -2.02 -0.29 -2.80
C -0.51139 0.39760 -1.01128 3.91 0.42 -0.82
C -0.65745 0.03719 0.23788 2.62 -0.43 0.89
N -1.66360 -0.24655 1.10945 -0.30 -0.04 0.08
C 0.87006 0.02788 0.78592 -2.41 -3.30 1.54
O 1.55940 -0.99075 0.83541 -0.86 1.51 0.53
H 1.30245 -0.27508 -1.93837 -0.27 -0.11 0.38
H 2.03246 0.70255 -0.94226 -1.30 1.23 0.55
H -1.06959 0.40358 -1.93068 -0.16 0.34 0.13
H -2.53250 -0.53694 0.67672 0.09 0.01 0.37
H -1.35745 -0.80800 1.89930 -0.35 0.05 -0.33
H 0.93352 0.83286 1.53925 1.03 0.61 -0.52
```
Positions in Å, forces in eV/Å.

Charges per atom according to natural (NBO) partitioning, unit e:
1. N -0.93
2. C -0.10
3. C 0.08
4. N -0.80
5. C 0.41
6. O -0.58
7. H 0.37
8. H 0.42
9. H 0.22
10. H 0.39
11. H 0.39
12. H 0.13



Record 7
Molecular formula: C3H6N2O2
Method: DFT, wB97M-V/def2-TZVPD

Calculated values
- E_LUMO (spin up / spin down): -0.82 / -0.82 eV
- Spin multiplicity: 1
- HOMO (spin up / spin down): -9.070 / -9.070 eV
- Kohn-Sham gap (spin up / spin down): 8.25 / 8.25 eV

Geometry as XYZ:
```
13
Properties=species:S:1:pos:R:3:forces:R:3
C -0.39017 0.84023 -1.59939 -0.12 -0.02 -0.25
O 0.34944 1.16190 -0.41730 0.09 -0.10 0.17
C 0.39876 0.22193 0.53944 -0.01 0.08 -0.27
N 0.63000 -1.10464 0.10599 0.08 0.14 0.14
N 0.69246 0.71747 1.84402 0.12 -0.08 0.02
C -0.37692 -0.24325 1.88701 -0.29 -0.19 0.20
O 0.05276 -1.47614 1.85648 0.00 0.19 -0.12
H -0.87550 1.76359 -1.91930 0.04 -0.12 0.02
H -1.13235 0.06450 -1.39158 0.10 0.12 -0.02
H 0.28439 0.49245 -2.38627 -0.10 0.05 0.10
H 1.55377 -1.13737 -0.37127 -0.02 -0.06 0.04
H 1.53415 0.29893 2.24083 -0.03 0.04 -0.04
H -1.40709 0.02826 2.08918 0.13 -0.04 0.02
```
Positions in Å, forces in eV/Å.

Charges per atom according to natural (NBO) partitioning, unit e:
1. C -0.26
2. O -0.46
3. C 0.51
4. N -0.43
5. N -0.60
6. C 0.16
7. O -0.39
8. H 0.20
9. H 0.20
10. H 0.18
11. H 0.32
12. H 0.36
13. H 0.21



Record 8
Molecular formula: C3H6N2O2
Method: DFT, wB97M-V/def2-TZVPD

Calculated values
- SMILES string: C/N=[N+](\[O-])C(C)=O
- E_LUMO (spin up / spin down): -0.86 / -0.83 eV
- Spin multiplicity: 1
- HOMO (spin up / spin down): -9.702 / -9.787 eV
- Kohn-Sham gap (spin up / spin down): 8.84 / 8.95 eV

Geometry as XYZ:
```
13
Properties=species:S:1:pos:R:3:forces:R:3
C -0.89896 2.04354 -0.16529 -3.48 -0.30 -0.15
N -0.09205 0.91290 -0.14202 0.34 -5.82 1.68
N -0.61421 -0.25688 0.48842 0.08 3.98 -0.57
O -1.63847 -0.31934 1.17644 0.42 0.37 -0.63
C 0.16493 -1.55570 0.38752 1.30 -2.23 -0.85
C 1.43109 -1.42622 -0.43969 -0.59 1.54 1.78
O -0.23391 -2.58148 0.87586 -0.12 2.26 -0.35
H -1.83497 1.94200 0.47789 0.78 -0.02 -1.19
H -1.09525 2.25969 -1.25702 -0.29 -0.21 1.06
H -0.45263 2.91742 0.19784 1.38 1.14 0.64
H 1.23709 -0.53598 -1.01692 0.51 -0.25 -1.04
H 1.84258 -2.32010 -0.85471 -0.45 -0.53 -0.56
H 2.18475 -1.07986 0.27168 0.12 0.07 0.17
```
Positions in Å, forces in eV/Å.

Charges per atom according to natural (NBO) partitioning, unit e:
1. C -0.49
2. N -0.26
3. N 0.20
4. O -0.37
5. C 0.68
6. C -0.74
7. O -0.46
8. H 0.22
9. H 0.23
10. H 0.23
11. H 0.27
12. H 0.25
13. H 0.25



Record 9
Molecular formula: C3H6N2O2
Method: DFT, wB97M-V/def2-TZVPD

Calculated values
- SMILES string: [H]/N=C/OCC(N)=O
- E_LUMO: 0.96 eV
- Spin multiplicity: 1
- HOMO: -9.889 eV
- Kohn-Sham gap: 10.85 eV

Geometry as XYZ:
```
13
Properties=species:S:1:pos:R:3:forces:R:3
H 2.00125 1.05075 -1.60811 -0.09 -0.08 0.11
N 1.38236 0.50191 -1.01524 0.13 0.04 0.28
C 1.74075 0.57983 0.19541 0.09 0.05 -0.19
O 1.10185 -0.05067 1.19256 0.04 0.08 -0.13
C -0.05486 -0.75952 0.79408 -0.10 -0.11 0.00
C -1.15233 0.18977 0.30223 -0.12 0.09 0.07
N -2.02011 -0.38683 -0.58795 0.05 0.15 -0.09
O -1.29499 1.30719 0.74906 0.08 -0.37 -0.12
H 2.58888 1.13321 0.60050 -0.06 -0.01 -0.08
H 0.19820 -1.50693 0.03414 -0.06 0.14 0.06
H -0.40863 -1.26873 1.69300 -0.02 0.07 -0.10
H -2.68786 0.24839 -1.00304 0.06 -0.07 0.08
H -1.66708 -1.10324 -1.20339 0.00 0.04 0.10
```
Positions in Å, forces in eV/Å.

Charges per atom according to natural (NBO) partitioning, unit e:
1. H 0.36
2. N -0.74
3. C 0.42
4. O -0.47
5. C -0.18
6. C 0.66
7. N -0.83
8. O -0.59
9. H 0.16
10. H 0.20
11. H 0.22
12. H 0.40
13. H 0.39



Record 10
Molecular formula: C3H6N2O2
Method: DFT, wB97M-V/def2-TZVPD

Calculated values
- SMILES string: [H]/N=C(\CO)NC=O
- E_LUMO: 0.37 eV
- Spin multiplicity: 1
- HOMO: -9.870 eV
- Kohn-Sham gap: 10.24 eV

Geometry as XYZ:
```
13
Properties=species:S:1:pos:R:3:forces:R:3
H 1.83225 1.26812 -0.35634 -0.38 0.05 -0.31
N 1.48377 0.55558 0.26744 1.88 -0.66 1.23
C 0.32750 0.15897 0.06669 -1.13 1.43 -0.29
C -0.53379 0.76927 -1.00634 -1.95 -0.44 1.42
O 0.14354 1.68852 -1.76918 0.52 0.21 -0.41
N -0.33201 -0.79963 0.83774 -1.02 -0.61 -0.03
C 0.27679 -1.69382 1.71557 -0.74 0.52 0.25
O -0.35666 -2.51322 2.34418 0.45 0.31 -0.45
H -0.90689 -0.09692 -1.49646 -0.14 -0.87 -1.49
H -1.50140 1.19376 -0.61912 0.88 -0.04 0.36
H -0.41531 1.86364 -2.52497 0.07 0.28 -0.35
H -1.36712 -0.89905 0.72401 1.49 0.03 0.16
H 1.34935 -1.49522 1.81676 0.07 -0.23 -0.09
```
Positions in Å, forces in eV/Å.

Charges per atom according to natural (NBO) partitioning, unit e:
1. H 0.37
2. N -0.67
3. C 0.42
4. C -0.14
5. O -0.70
6. N -0.65
7. C 0.54
8. O -0.57
9. H 0.17
10. H 0.17
11. H 0.48
12. H 0.41
13. H 0.15



Result set for molar mass: 86.09 86.09 86.09 86.09 86.09 86.09 102.09 102.09 102.09 102.09 g mol⁻¹, one per record in the order listed.
Result set for DFT total energy: -8235.29317 -8231.55142 -8233.54427 -8230.67908 -8233.06627 -8231.99063 -10277.64093 -10279.44893 -10283.51109 -10282.99247 eV, one per record in the order listed.
Result set for ΔE to the lowest compared entry with this formula, charge and spin: 32.4 118.7 72.7 138.8 83.8 108.6 165.0 123.3 29.7 41.6 kcal per mole, one per record in the order listed.